DFT (ωB97M-V/def2-TZVPD) results for the ion C3H10N3 with charge +1.

Calculated values
F_max, eV/Å: 4.98
Kohn-Sham gap, eV: 10.483
Net charge: +1
Relative energy (zero: lowest compared OMol25 entry of this formula, charge and spin), kJ/mol: 322.1
LUMO, eV: -3.09
E_HOMO, eV: -13.58

Each line ends with the Mulliken charge.
Element x y z (Å)
H (-0.692, -0.418, -1.719)  0.3176
H (2.544, -0.157, -0.832)  0.2581
H (-1.392, 1.489, -0.112)  0.2401
H (-0.979, -1.353, 1.242)  0.3650
H (1.115, 1.803, 1.573)  0.2293
N (0.791, 1.402, 0.678)  -0.6058
H (1.456, -0.484, 1.484)  0.4035
H (-1.807, -1.398, -1.042)  0.2265
H (1.415, -1.468, -0.898)  0.2227
C (-1.623, 0.340, 0.030)  -0.4506
H (-2.660, 0.292, 0.243)  0.3422
H (1.225, 1.816, -0.101)  0.2262
N (-1.186, -0.725, -0.891)  -0.1980
C (0.920, -0.098, 0.551)  0.2263
N (1.523, -0.444, -0.672)  -0.7396
C (-0.650, -0.597, 0.465)  -0.0634

DFT (ωB97M-V/def2-TZVPD) results for an isolated molecule of C14H19NO2S.

Calculated values
F_max, eV/Å: 0.66
Kohn-Sham gap, eV: 9.256
Net charge: 0
Relative energy (zero: lowest compared OMol25 entry of this formula, charge and spin), kJ/mol: 20.5
LUMO, eV: 0.60
E_HOMO, eV: -8.65

Each line ends with the Mulliken charge.
Element x y z (Å)
C (2.946, 0.759, -0.119)  0.6619
H (4.710, -1.194, 0.835)  0.3230
H (-5.014, 1.221, -0.467)  0.3518
C (-2.762, 0.360, 1.678)  -1.1542
N (-1.476, 0.908, 1.333)  -0.0603
C (0.868, 0.811, 0.909)  0.1630
C (-0.324, 0.225, 1.572)  0.5229
H (-2.194, -1.200, -2.263)  0.3980
H (-3.169, 1.350, -2.541)  0.3321
H (0.443, 2.971, 0.942)  0.5621
C (4.205, 0.223, -0.707)  -0.5279
C (-3.493, 0.543, -1.888)  -0.5548
H (-4.296, -0.009, -2.376)  0.2910
H (2.268, -1.733, 1.596)  0.2766
H (5.229, -1.673, -0.785)  0.3290
S (2.570, 2.454, -0.098)  -0.3033
C (2.047, -1.473, 0.557)  -0.3440
C (1.961, 0.015, 0.449)  -0.5756
H (-3.426, 1.950, -0.236)  0.2452
H (4.131, 0.234, -1.801)  0.2999
C (-2.356, -0.412, -1.525)  -0.2399
H (-1.456, 1.661, 0.664)  0.2345
H (2.793, -1.958, -1.406)  0.3194
H (5.052, 0.856, -0.433)  0.3843
O (-0.273, -0.759, 2.280)  -0.6545
O (-2.760, -1.032, -0.325)  -0.4720
H (-4.419, -0.675, 0.788)  0.3981
H (-3.362, 1.101, 2.217)  0.3597
H (-1.412, 0.137, -1.383)  0.0458
H (3.319, -3.068, -0.136)  0.3523
H (-2.560, -0.493, 2.330)  0.4170
C (-3.944, 1.030, -0.509)  -0.7258
H (1.077, -1.916, 0.324)  0.3333
C (3.133, -2.018, -0.369)  -0.8685
C (-3.539, -0.122, 0.436)  0.2256
C (4.420, -1.211, -0.217)  -0.7214
C (1.066, 2.140, 0.673)  -0.6245

DFT (ωB97M-V/def2-TZVPD) results for a structure of composition C27H23B2CuF4N4P2Se2.

Calculated values
Expectation value of S²: 0.755
F_max, eV/Å: 0.61
Kohn-Sham gap (spin up / spin down), eV: 8.450 / 7.489
Net charge: -1
Relative energy (zero: lowest compared OMol25 entry of this formula, charge and spin), kJ/mol: 9.2
Spin multiplicity: 2
LUMO (spin up / spin down), eV: 1.93 / 0.95
E_HOMO (spin up / spin down), eV: -6.52 / -6.54

Each line ends with the Mulliken spin population.
Element x y z (Å)
F (3.462, 1.738, 0.856)  0.0001
C (-2.958, 5.446, -6.325)  -0.0002
C (-3.130, 3.502, -4.924)  -0.0012
C (-5.005, 1.086, -0.949)  0.0050
C (-5.660, -1.130, -1.639)  0.0054
B (1.508, -2.098, 3.691)  0.0016
Se (-5.197, 1.034, -4.562)  -0.0001
C (-0.298, 0.781, -7.424)  0.0000
H (0.567, -2.008, 4.451)  -0.0004
Cu (0.089, 0.201, -0.047)  0.6386
H (-8.370, 0.820, -1.095)  0.0001
C (-2.749, -2.149, -2.382)  -0.0020
H (2.514, -1.619, 4.158)  -0.0005
C (-2.951, 0.104, -6.966)  0.0001
C (-7.329, 0.530, -1.160)  0.0022
H (-4.225, 1.799, -0.711)  -0.0020
H (-3.989, -0.145, -6.778)  0.0001
N (-0.795, 0.940, -1.623)  0.0594
C (-3.400, 5.695, -3.976)  -0.0002
P (-3.207, 1.708, -4.704)  0.0012
C (-2.175, -3.294, -1.845)  -0.0049
H (-0.415, -0.534, -9.115)  0.0000
C (-3.373, 4.320, -3.824)  0.0010
F (3.826, 0.017, -0.631)  0.0001
Se (-2.173, -0.874, 0.614)  0.1752
F (3.583, 2.169, -1.398)  0.0018
H (-3.623, -1.240, -4.133)  0.0000
H (-2.777, -1.142, -8.701)  0.0000
C (-2.404, -4.393, -3.969)  0.0001
C (-2.927, 4.067, -6.175)  0.0002
C (-6.335, 1.452, -0.858)  -0.0012
H (1.675, -3.236, 3.313)  -0.0004
P (-2.929, -0.656, -1.374)  -0.0010
C (-0.970, 1.330, -6.344)  0.0000
C (1.117, -1.259, 2.419)  -0.0021
H (-5.397, -2.131, -1.958)  -0.0001
C (-2.096, 1.439, -3.311)  -0.0022
N (-0.964, 2.189, -3.355)  0.0036
H (-3.533, 3.878, -2.848)  0.0001
H (-1.853, -3.298, -0.811)  -0.0012
F (1.755, 1.044, -0.550)  0.0246
H (0.738, 1.041, -7.594)  0.0000
N (0.768, -0.671, 1.489)  0.0617
B (3.258, 1.256, -0.418)  0.0079
H (-2.792, 5.884, -7.301)  0.0000
C (-1.993, 0.636, -2.181)  0.0278
C (-0.946, -0.107, -8.273)  0.0000
N (-0.203, 1.874, -2.349)  0.0001
H (-1.547, -5.304, -2.225)  0.0000
C (-2.270, -0.447, -8.043)  0.0000
C (-4.668, -0.202, -1.355)  0.0013
C (-3.153, -2.125, -3.716)  0.0001
H (-3.209, 7.336, -5.345)  0.0000
H (-2.265, -5.269, -4.590)  0.0000
H (-3.575, 6.328, -3.116)  0.0000
H (-6.598, 2.458, -0.559)  -0.0001
C (-3.192, 6.260, -5.228)  0.0002
C (-6.993, -0.759, -1.543)  -0.0003
H (-2.741, 3.434, -7.035)  0.0000
C (-2.980, -3.248, -4.506)  0.0004
C (-2.004, -4.416, -2.643)  -0.0002
C (-2.305, 0.991, -6.114)  -0.0002
H (-0.461, 2.004, -5.668)  0.0004
H (-7.768, -1.476, -1.778)  -0.0001
H (-3.292, -3.225, -5.543)  0.0001

DFT (ωB97M-V/def2-TZVPD) results for an isolated molecule of C4H8N2O.

Calculated values
F_max, eV/Å: 0.76
Kohn-Sham gap, eV: 8.327
Net charge: 0
Relative energy (zero: lowest compared OMol25 entry of this formula, charge and spin), kJ/mol: 414.4
LUMO, eV: 0.00
E_HOMO, eV: -8.33

Each line ends with the Mulliken charge.
Element x y z (Å)
N (0.268, 1.330, 0.699)  -0.3684
H (-1.638, 1.119, -0.190)  0.4041
H (-2.683, -1.123, -0.445)  0.3016
H (-0.330, 1.031, -1.334)  0.2498
H (1.936, 1.122, -1.138)  0.2365
C (-0.620, 0.720, -0.319)  -0.5927
N (2.098, 0.443, -0.410)  -0.3266
H (-1.766, -2.261, 0.627)  0.3086
H (-1.321, -2.183, -1.060)  0.3065
C (1.481, 0.606, 0.808)  0.4945
H (-0.183, 1.243, 1.605)  0.2910
C (-1.697, -1.565, -0.223)  -0.9393
O (1.889, 0.166, 1.864)  -0.6145
C (-0.482, -0.766, -0.140)  0.0127
H (3.047, 0.117, -0.343)  0.2363